Entry 1:
C31H35CsF3IN3O2SbTe as an isolated structure, computed with ωB97M-V with the def2-TZVPD basis set.

Each line ends with the Mulliken charge.
Geometry (Å):
Cs  1.890  -0.471  -1.043  1.326
N  3.883  0.625  1.238  -0.157
C  3.693  0.841  2.680  -0.926
C  2.942  -0.337  3.275  -0.518
N  1.617  -0.456  2.697  0.351
C  0.934  -1.684  3.079  -0.697
C  -0.428  -1.781  2.407  -0.756
N  -0.267  -1.750  0.949  -0.007
H  4.311  -0.291  1.100  0.005
H  4.534  1.311  0.870  0.271
H  3.108  1.753  2.826  0.294
H  4.641  0.962  3.215  0.445
H  2.838  -0.191  4.354  0.409
H  3.539  -1.251  3.122  0.314
H  1.696  -0.449  1.688  -0.566
H  0.801  -1.688  4.164  0.455
H  1.532  -2.574  2.822  0.226
H  -1.033  -0.924  2.710  0.241
H  -0.930  -2.689  2.759  0.542
H  -1.157  -1.933  0.497  0.203
H  0.361  -2.499  0.646  -0.014
I  6.372  -8.716  0.282  0.061
C  5.293  -6.925  0.239  0.028
C  3.998  -6.922  -0.258  -0.518
C  3.286  -5.733  -0.286  -0.302
C  3.858  -4.554  0.174  0.034
C  5.157  -4.576  0.671  -0.199
C  5.880  -5.759  0.707  -0.538
C  3.080  -3.256  0.127  0.364
O  3.661  -2.205  0.498  -0.699
O  1.900  -3.308  -0.308  -0.960
H  3.552  -7.839  -0.619  0.367
H  2.274  -5.697  -0.667  0.384
H  5.593  -3.653  1.027  0.411
H  6.889  -5.772  1.094  0.362
F  -7.602  -1.965  -1.141  -0.332
C  -6.392  -1.373  -1.184  0.367
C  -5.492  -1.624  -0.167  -0.782
C  -4.249  -1.010  -0.223  -0.144
C  -3.911  -0.158  -1.273  -0.387
C  -4.846  0.068  -2.277  0.067
C  -6.096  -0.537  -2.240  -0.747
Sb  -1.938  0.695  -1.307  0.634
C  -2.133  1.596  0.614  -0.077
C  -1.040  1.551  1.475  -0.697
C  -1.103  2.100  2.748  -0.699
C  -2.283  2.697  3.141  0.429
F  -2.360  3.239  4.372  -0.361
C  -3.396  2.751  2.323  -0.806
C  -3.313  2.190  1.058  -0.110
C  -2.421  2.381  -2.529  0.032
C  -2.346  2.192  -3.911  -0.707
C  -2.623  3.225  -4.796  -0.778
C  -2.959  4.459  -4.275  0.403
F  -3.219  5.473  -5.122  -0.352
C  -3.025  4.693  -2.916  -0.574
C  -2.759  3.643  -2.047  -0.164
H  -5.769  -2.282  0.645  0.452
H  -3.547  -1.190  0.585  0.306
H  -4.616  0.734  -3.100  0.362
H  -6.835  -0.365  -3.011  0.443
H  -0.128  1.051  1.179  0.634
H  -0.261  2.048  3.425  0.521
H  -4.304  3.216  2.684  0.449
H  -4.189  2.206  0.418  0.544
H  -2.062  1.226  -4.316  0.439
H  -2.573  3.091  -5.868  0.431
H  -3.281  5.680  -2.555  0.437
H  -2.805  3.823  -0.980  0.377
C  2.805  3.658  -0.783  -0.808
Te  0.717  3.544  -1.213  0.289
C  0.893  4.096  -3.263  -0.774
H  3.151  4.685  -0.846  0.398
H  3.373  3.032  -1.468  0.316
H  2.935  3.288  0.233  0.021
H  1.530  3.395  -3.797  0.344
H  1.286  5.106  -3.349  0.384
H  -0.112  4.060  -3.678  -0.017

As for the net charge: 0. The energy relative to the best compared isomer or geometry (same formula, charge and spin) is 0.3 kcal/mol.

Entry 2:
C31H35F9GaGe2N4O6S2 as an isolated structure, computed with ωB97M-V with the def2-TZVPD basis set.

Each line ends with the Mulliken charge.
Geometry (Å):
Ga  -0.317  -1.225  -0.389  -0.421
C  -0.968  1.542  5.194  -1.293
C  -1.265  1.725  3.700  -0.550
Ge  -0.670  0.160  2.686  1.241
C  -1.652  -1.515  2.952  -0.086
C  -1.709  -1.924  4.427  -1.508
C  1.231  -0.143  2.820  -1.174
C  2.213  -0.525  2.000  1.359
Ge  2.054  -0.785  0.053  1.175
C  2.351  0.874  -0.995  -0.005
C  3.731  1.073  -1.621  -1.385
C  2.980  -2.412  -0.588  -0.450
C  4.506  -2.471  -0.597  -1.258
C  3.565  -0.754  2.568  -0.289
C  3.726  -1.488  3.743  -0.346
C  4.984  -1.674  4.291  -0.797
C  6.101  -1.124  3.678  -0.489
C  5.953  -0.400  2.503  -0.676
C  4.695  -0.231  1.948  -0.114
H  -1.292  2.426  5.741  0.419
H  0.098  1.423  5.384  0.333
H  -1.486  0.689  5.625  0.297
H  -0.730  2.591  3.317  0.443
H  -2.329  1.886  3.537  0.494
H  -1.115  -2.283  2.391  0.066
H  -2.654  -1.448  2.527  0.398
H  -0.731  -1.882  4.910  0.347
H  -2.069  -2.948  4.520  0.417
H  -2.390  -1.292  4.994  0.366
H  1.532  0.020  3.857  0.572
H  2.107  1.703  -0.330  0.512
H  1.602  0.884  -1.794  0.119
H  4.506  1.234  -0.873  0.344
H  3.729  1.953  -2.266  0.413
H  4.029  0.222  -2.235  0.277
H  2.598  -2.598  -1.598  0.357
H  2.587  -3.227  0.024  0.468
H  4.953  -1.650  -1.156  0.237
H  4.840  -3.402  -1.056  0.419
H  4.910  -2.440  0.414  0.305
H  2.862  -1.940  4.214  0.496
H  5.095  -2.256  5.196  0.421
H  7.082  -1.268  4.107  0.412
H  6.818  0.029  2.017  0.430
H  4.597  0.340  1.032  0.355
F  0.305  -4.163  0.652  -0.217
C  -0.569  -4.332  -0.358  0.660
F  -0.724  -5.616  -0.583  -0.260
F  0.005  -3.766  -1.461  -0.229
C  -1.902  -3.607  -0.037  0.416
O  -2.916  -4.213  0.120  -0.530
O  -1.751  -2.304  0.080  -0.055
C  0.088  -0.734  -4.479  -1.430
C  0.120  -1.043  -3.146  0.153
N  -0.890  -0.737  -2.299  0.572
C  -1.972  -0.081  -2.782  0.636
C  -1.988  0.433  -4.098  0.209
C  -0.970  0.029  -4.944  -0.610
C  -2.988  1.406  -4.612  -1.660
C  -3.071  2.704  -4.301  -0.730
C  -2.189  3.490  -3.426  1.124
C  -2.519  4.808  -3.120  -0.626
C  -1.647  5.509  -2.308  -0.300
N  -0.523  4.973  -1.844  -0.478
C  -0.294  3.720  -2.205  -0.845
N  -1.064  2.941  -2.953  -0.222
H  0.900  -1.033  -5.124  0.518
H  0.968  -1.559  -2.715  0.276
H  -2.807  -0.074  -0.903  -0.154
H  -0.982  0.371  -5.970  0.548
H  -3.692  1.008  -5.326  0.528
H  -3.868  3.270  -4.766  0.377
H  -3.424  5.262  -3.495  0.444
H  -1.853  6.532  -2.018  0.442
H  0.624  3.278  -1.833  0.946
F  -2.051  3.885  1.238  -0.229
C  -2.323  2.794  0.542  0.397
F  -3.184  2.040  1.218  -0.195
F  -2.876  3.149  -0.613  -0.086
S  -0.693  1.888  0.141  1.048
O  -1.141  0.438  0.723  -2.190
O  0.282  2.446  1.066  -0.577
N  -3.021  0.153  -1.872  0.766
S  -4.633  -0.168  -2.155  1.064
O  -4.876  -0.191  -3.553  -0.630
O  -5.359  0.606  -1.217  -0.626
C  -4.772  -1.934  -1.618  0.727
F  -3.793  -2.633  -2.199  -0.218
F  -5.945  -2.395  -2.014  -0.220
F  -4.677  -2.015  -0.307  -0.185

As for the net charge: +1. The energy relative to the best compared isomer or geometry (same formula, charge and spin) is 0.0 kcal/mol.

Entry 3:
C31H35F9IrN4OP2 as an isolated structure, computed with ωB97M-V with the def2-TZVPD basis set.

Each line ends with the Mulliken charge.
Geometry (Å):
Ir  -1.622  0.883  -0.055  1.481
C  3.486  0.681  2.343  -0.410
C  2.726  1.627  1.808  -0.533
C  1.806  1.402  0.625  0.270
C  2.081  0.103  -0.159  0.926
C  1.714  -1.145  0.591  0.130
C  2.307  -1.733  1.632  -1.204
C  3.772  -1.714  1.900  -0.955
C  4.368  -0.312  1.665  -0.806
C  -2.044  -0.095  1.690  -0.847
H  3.606  0.661  3.419  0.782
H  2.578  2.585  2.309  0.502
H  1.829  2.281  -0.031  0.253
H  0.762  1.362  0.996  -0.109
H  1.416  0.117  -1.030  -1.042
H  3.103  0.100  -0.551  0.677
H  0.715  -1.544  0.347  0.196
H  1.739  -2.389  2.287  0.586
H  4.301  -2.398  1.217  0.486
H  3.987  -2.036  2.932  0.371
H  5.373  -0.233  2.111  0.430
H  4.494  -0.106  0.598  0.262
H  -2.154  0.586  2.550  0.385
H  -1.158  -0.739  1.901  0.113
H  -2.956  -0.708  1.530  0.171
P  -1.768  -1.191  -0.916  -0.433
P  -0.533  2.118  -1.507  -0.390
N  -0.981  -2.861  -1.417  0.742
N  -3.419  -1.708  -1.450  0.734
N  0.791  1.773  -2.814  0.670
N  -0.990  3.673  -2.174  0.410
C  -1.347  -0.351  -2.485  -2.136
C  -1.875  1.054  -2.252  -1.408
C  -1.091  -4.033  -0.673  -0.701
C  -0.788  -5.125  -1.495  -0.720
C  -0.499  -4.605  -2.796  -0.693
C  -0.612  -3.220  -2.709  -0.587
C  -4.542  -1.704  -0.630  -0.358
C  -5.662  -1.992  -1.402  -0.672
C  -5.211  -2.220  -2.740  -0.748
C  -3.827  -2.072  -2.735  -0.306
C  2.159  2.064  -2.733  -0.648
C  2.777  1.668  -3.916  -0.875
C  1.760  1.131  -4.766  -0.901
C  0.554  1.272  -4.097  -0.302
C  -0.634  4.270  -3.399  -0.047
C  -1.512  5.313  -3.668  -0.606
C  -2.459  5.358  -2.583  -0.610
C  -2.125  4.344  -1.699  -0.104
H  -1.753  -0.812  -3.387  0.672
H  -0.249  -0.385  -2.511  1.179
H  -2.262  1.640  -3.085  0.877
H  -2.760  1.013  -1.460  0.644
H  -1.339  -3.987  0.380  0.457
H  -0.790  -6.166  -1.206  0.464
H  -0.258  -5.145  -3.700  0.454
H  -0.432  -2.470  -3.465  0.478
H  -4.445  -1.496  0.424  0.277
H  -6.682  -2.036  -1.051  0.436
H  -5.806  -2.465  -3.608  0.465
H  -3.110  -2.184  -3.537  0.404
H  2.575  2.564  -1.868  0.560
H  3.828  1.768  -4.145  0.509
H  1.870  0.701  -5.750  0.504
H  -0.452  1.035  -4.422  0.449
H  0.226  3.918  -3.950  0.422
H  -1.474  5.953  -4.539  0.471
H  -3.280  6.056  -2.474  0.471
H  -2.571  4.038  -0.765  0.503
F  3.376  0.107  5.374  -0.259
C  2.185  0.767  5.515  0.406
F  2.127  1.128  6.833  -0.191
F  2.263  1.918  4.802  -0.246
C  0.902  -0.116  4.967  0.637
O  0.608  -0.129  3.727  -0.366
C  1.262  -1.586  5.520  0.524
F  1.974  -1.595  6.697  -0.215
F  0.146  -2.335  5.722  -0.229
F  2.016  -2.239  4.599  -0.142
C  -0.258  0.458  5.970  0.639
F  -0.110  -0.004  7.264  -0.220
F  -0.245  1.821  6.013  -0.247
F  -1.477  0.075  5.546  -0.212

As for the net charge: +2. As for the spin multiplicity: 6. The electronic energy comes out at -3181.335073 Ha. The expectation value of S² is 8.793.

Max |F|, respectively: 0.2 0.6 6.5 eV Å⁻¹.